{"formula": "C24H21Cl7CoS", "method": "the ωB97M-V functional and the def2-TZVPD basis", "symbols": ["Co", "C", "C", "C", "C", "C", "C", "C", "C", "C", "C", "C", "C", "H", "H", "H", "H", "H", "H", "H", "H", "H", "H", "H", "H", "H", "H", "H", "H", "H", "H", "Cl", "C", "C", "C", "C", "C", "Cl", "C", "S", "H", "H", "H", "Cl", "C", "C", "C", "Cl", "C", "Cl", "C", "Cl", "C", "Cl"], "coordinates": [[0.08, -0.14, -0.67], [0.12, 0.66, 3.37], [-0.19, 1.22, 2.01], [0.78, 1.92, 1.27], [2.16, 2.12, 1.83], [0.40, 2.56, 0.08], [1.29, 3.67, -0.44], [-0.85, 2.27, -0.52], [-1.24, 2.90, -1.83], [-1.80, 1.53, 0.22], [-3.21, 1.34, -0.28], [-1.49, 1.10, 1.52], [-2.55, 0.51, 2.41], [-0.10, -0.41, 3.39], [-0.51, 1.14, 4.13], [1.15, 0.79, 3.66], [2.54, 1.20, 2.27], [2.16, 2.89, 2.61], [2.87, 2.43, 1.07], [0.93, 4.09, -1.37], [1.29, 4.47, 0.31], [2.31, 3.35, -0.59], [-0.37, 3.16, -2.43], [-1.82, 3.81, -1.66], [-1.84, 2.23, -2.43], [-3.48, 0.28, -0.28], [-3.36, 1.71, -1.29], [-3.91, 1.86, 0.37], [-2.21, -0.43, 2.84], [-3.48, 0.33, 1.90], [-2.74, 1.19, 3.24], [-1.39, -1.05, -2.24], [-1.73, -2.63, -1.60], [-2.33, -3.56, -2.44], [-2.59, -4.83, -1.97], [-2.26, -5.17, -0.66], [-1.68, -4.23, 0.17], [-1.28, -4.67, 1.79], [-1.39, -2.92, -0.28], [-0.64, -1.77, 0.78], [-2.58, -3.28, -3.45], [-3.04, -5.56, -2.62], [-2.45, -6.16, -0.29], [1.80, 1.23, -2.64], [2.69, 0.11, -1.64], [1.94, -0.94, -1.11], [2.71, -2.01, -0.62], [1.96, -3.50, -0.16], [4.10, -1.95, -0.54], [5.01, -3.29, 0.04], [4.78, -0.79, -0.93], [6.48, -0.66, -0.73], [4.06, 0.24, -1.52], [4.87, 1.66, -2.08]], "e_above_lowest_kj_mol": 123.8, "spin_multiplicity": 4, "orbital_gap_ev": [8.012, 7.477]}